(P)
ORCA calculation (wB97M-V/def2-TZVPD) on C4H7N3OS in the gas phase.

```
16
Properties=species:S:1:pos:R:3:lowdin_charge:R:1
C 0.4272 1.0583 -0.1598 -0.328
C -1.2293 -0.6574 -0.0649 -0.315
C 2.5472 2.2180 0.2690 -0.024
C -1.8293 -2.9387 0.0356 -0.060
N -0.3546 1.9331 -0.4834 -0.301
N -2.2166 0.0518 -0.3747 -0.301
N 1.6739 0.9647 0.2526 -0.035
O -0.8756 -1.8830 0.1992 -0.064
S -1.9519 1.5874 -0.9928 0.825
H 1.8540 2.9858 0.2092 0.043
H 2.9646 2.2307 1.2602 0.080
H 3.1192 2.2027 -0.6288 0.074
H -2.4984 -3.0635 0.8275 0.063
H -1.3490 -3.9742 -0.0352 0.118
H -2.4725 -2.8204 -0.8110 0.081
H 2.1913 0.1046 0.4972 0.142
```

The calculation puts the HOMO energy at -7.592 eV. As for the LUMO energy: 0.029 Eh. The calculation puts the HOMO-LUMO gap at 8.4 eV. As for the charge: 0.

(Q)
ORCA calculation (wB97M-V/def2-TZVPD) on C4H7N3OS in the gas phase.

```
16
Properties=species:S:1:pos:R:3:lowdin_charge:R:1
C 1.4851 0.8375 -0.6220 -0.061
C 0.3584 -0.2371 -0.8289 -0.316
C -0.8373 0.4036 -1.5539 -0.056
C -0.0629 -0.7332 0.5264 -0.341
N -0.1685 -1.9574 0.9211 0.032
O -0.6918 -2.1568 2.0566 -0.051
N -0.5051 0.1147 1.4799 0.121
N -0.9131 -0.2890 2.5595 -0.623
S -1.3601 0.0972 3.9551 0.737
H 1.1765 1.8230 -0.4051 0.051
H 2.0419 0.9793 -1.6139 0.105
H 2.1588 0.5646 0.1733 0.067
H 0.6444 -1.0636 -1.4924 0.141
H -0.9675 1.3425 -1.1820 0.043
H -1.6996 -0.2375 -1.4006 0.091
H -0.6594 0.5124 -2.5731 0.061
```

The calculation puts the HOMO energy at -8.723 eV. As for the LUMO energy: -0.030 Eh. The calculation puts the HOMO-LUMO gap at 7.9 eV. As for the charge: 0.

Most stable structure, least stable structure: (P), (Q).

(P)
ORCA calculation (wB97M-V/def2-TZVPD) on 12 unconnected molecules or ions with the total composition C6H35NO12.

```
54
Properties=species:S:1:pos:R:3:lowdin_charge:R:1
C 1.2473 -1.1230 1.9704 -0.057
C 0.4793 0.0243 1.3830 -0.290
C -0.3447 0.7620 2.1279 -0.179
N -0.5786 0.5141 3.4770 0.071
C 0.6579 0.3852 -0.0737 -0.150
C -0.2363 -0.3111 -1.1175 -0.165
C 0.2414 0.0440 -2.5188 -0.200
O 1.3772 -0.7508 -2.9274 -0.089
H 2.1372 -1.3726 1.3942 0.068
H 1.6418 -0.8313 2.9516 0.084
H 0.6659 -2.0338 2.0661 0.070
H -0.7695 1.6574 1.7097 0.100
H -0.6280 -0.4611 3.7395 0.079
H -1.3123 1.0386 3.9081 0.074
H 0.5175 1.4488 -0.2094 0.109
H 1.6717 0.1620 -0.3888 0.103
H -0.2626 -1.3963 -0.9871 0.086
H -1.2778 -0.0366 -0.9827 0.093
H 0.4963 1.1034 -2.5570 0.125
H -0.4923 -0.1828 -3.2898 0.124
H 2.0732 -0.7377 -2.2675 0.091
O -1.3268 4.0584 -0.0702 -0.075
H -2.1154 4.5877 -0.1474 0.044
H -1.7116 3.1434 0.0653 0.021
O 4.9992 3.3925 -1.1358 -0.119
H 4.5004 3.8475 -0.3981 -0.009
H 5.8255 3.8723 -1.2981 0.024
O 0.5951 -3.3097 -3.1469 -0.077
H 0.8826 -2.3547 -3.0874 0.023
H 1.2243 -3.7085 -3.7812 0.086
O -1.6738 -3.2102 0.1683 -0.106
H -2.0704 -3.6060 -0.6590 0.055
H -0.6870 -3.2783 0.0775 0.033
O -2.9799 -0.8797 0.6792 -0.067
H -2.9642 -1.0601 1.6337 0.050
H -2.5077 -1.6700 0.3441 0.010
O 3.6669 4.6580 0.9292 -0.079
H 3.5570 3.9690 1.5979 0.056
H 2.7506 4.9223 0.6664 0.013
O -2.3480 -3.0217 2.7716 -0.064
H -2.1417 -3.1795 1.8315 -0.019
H -2.0422 -3.7936 3.2155 0.019
O 0.9780 -3.6123 -0.4562 -0.069
H 1.6282 -2.8963 -0.3152 0.052
H 0.8485 -3.6257 -1.4323 0.010
O -2.3462 -4.1353 -2.3676 -0.037
H -1.4941 -3.9366 -2.7568 0.014
H -2.9918 -3.6466 -2.9058 0.075
O -2.8715 1.7847 0.1835 -0.083
H -3.7939 1.8803 0.4391 0.058
H -2.7620 0.7975 0.2507 0.009
O 1.0570 5.3454 0.4406 -0.068
H 0.2957 4.7528 0.2135 0.020
H 0.7146 6.0102 1.0426 0.053
```

The calculation puts the HOMO energy at -7.825 eV. As for the LUMO energy: 0.005 Eh. The calculation puts the HOMO-LUMO gap at 8.0 eV. As for the charge: 0.

(Q)
ORCA calculation (wB97M-V/def2-TZVPD) on 12 unconnected molecules or ions with the total composition C6H35NO12.

```
54
Properties=species:S:1:pos:R:3:lowdin_charge:R:1
C 2.2986 1.8479 0.8479 0.024
C 1.7548 1.7456 -0.3580 -0.326
C 1.9096 2.8620 -1.4260 -0.058
C 0.7898 0.6345 -0.7894 -0.100
C -0.4618 0.7321 0.2419 -0.306
N -1.6288 0.1969 -0.4435 0.048
C -0.0347 -0.0975 1.5155 -0.158
O -1.2159 -0.5189 2.1964 -0.100
H 2.9987 2.6676 0.9471 0.065
H 2.3312 1.0774 1.6019 0.052
H 1.0697 3.0559 -2.1187 0.077
H 2.7892 2.6884 -2.0842 0.088
H 2.0479 3.8289 -0.9618 0.059
H 1.2608 -0.3623 -0.7109 0.107
H 0.4308 0.8114 -1.7980 0.094
H -0.5878 1.7946 0.3826 0.105
H -2.4879 0.1507 0.0744 0.052
H -1.4686 -0.5358 -1.0917 0.064
H 0.4780 0.5919 2.2496 0.123
H 0.5488 -0.9549 1.2016 0.099
H -1.2929 -0.2231 3.0970 0.092
O -1.1328 3.7593 2.3986 -0.048
H -0.2991 3.4004 2.0963 0.036
H -1.6356 4.3093 1.7858 0.016
O -2.9413 -2.3899 1.0046 -0.059
H -3.5108 -1.8869 0.4160 0.026
H -2.6981 -1.7347 1.6744 0.009
O -2.9294 1.7835 1.5820 -0.056
H -2.4718 1.2028 2.1940 0.015
H -2.5457 2.6307 1.8531 0.005
O -2.9752 2.6187 -1.2910 -0.068
H -2.5498 1.8031 -0.9751 -0.019
H -3.9009 2.3933 -1.3512 0.040
O 2.8272 -2.5537 -2.6183 -0.102
H 1.8573 -2.2338 -2.5705 0.017
H 2.8002 -3.2377 -3.2985 0.054
O 0.1437 -4.1937 0.8562 -0.061
H 0.4457 -4.9865 1.3127 0.059
H 0.6426 -3.4535 1.2495 0.002
O 2.1162 -2.9723 2.1362 -0.081
H 2.5164 -2.3326 2.7172 0.045
H 2.7072 -3.1723 1.3750 -0.009
O -1.9212 5.2309 -0.0102 -0.074
H -1.2034 5.3281 -0.6319 0.034
H -2.1967 4.2666 -0.1359 0.039
O -1.0412 -3.4839 -1.6073 -0.049
H -1.9259 -3.5981 -1.2674 0.043
H -0.4879 -3.7826 -0.8719 0.011
O 0.4275 -1.5869 -2.9285 -0.059
H -0.2672 -2.1012 -2.4611 0.023
H 0.1222 -1.3316 -3.8059 0.081
O 3.3746 -3.3901 -0.0797 -0.076
H 4.2594 -3.2463 -0.4481 0.068
H 2.8643 -3.0517 -0.8727 0.039
```

The calculation puts the HOMO energy at -9.229 eV. As for the LUMO energy: 0.009 Eh. The calculation puts the HOMO-LUMO gap at 9.5 eV. As for the charge: 0.

Most stable structure, least stable structure: (P), (Q).

(P)
ORCA calculation (wB97M-V/def2-TZVPD) on 2 unconnected molecules or ions with the total composition C12H12.

```
24
Properties=species:S:1:pos:R:3:lowdin_charge:R:1
C 2.1935 -1.4116 -0.0691 -0.081
C 1.1366 -0.5970 -0.4572 -0.154
C 1.2302 0.8430 -0.5798 -0.073
C 2.4749 1.4606 -0.2544 -0.056
C 3.5856 0.6290 0.0749 -0.080
C 3.3924 -0.7826 0.2161 -0.103
H 2.0386 -2.5214 0.0151 0.124
H 0.2024 -1.1058 -0.5900 0.051
H 0.3191 1.2982 -0.7212 0.050
H 2.5413 2.5569 -0.1344 0.103
H 4.6486 0.8856 0.1855 0.098
H 4.2212 -1.3011 0.6592 0.088
C -0.8836 -0.0078 0.5687 -0.082
C -1.7101 1.2361 0.3463 -0.063
C -3.0479 1.2272 0.0568 -0.096
C -3.5960 -0.0036 -0.3025 -0.153
C -2.9768 -1.1358 -0.1832 -0.168
C -1.6347 -1.0871 0.1048 -0.147
H 0.1652 0.0736 0.8317 0.080
H -1.3352 2.2940 0.5689 0.126
H -3.5650 2.1231 0.0180 0.080
H -4.7509 -0.2794 -0.4035 0.148
H -3.4263 -2.2491 -0.3306 0.164
H -1.2233 -2.1450 0.3798 0.144
```

The calculation puts the HOMO energy at -8.562 eV. As for the LUMO energy: 0.029 Eh. The calculation puts the HOMO-LUMO gap at 9.3 eV. As for the charge: 0.

(Q)
ORCA calculation (wB97M-V/def2-TZVPD) on 2 unconnected molecules or ions with the total composition C12H12.

```
24
Properties=species:S:1:pos:R:3:lowdin_charge:R:1
C -2.2590 -0.2747 -1.3198 -0.138
C -2.6797 0.9801 -0.9106 -0.104
C -2.7885 1.2756 0.4803 -0.117
C -2.7685 0.2282 1.3919 -0.055
C -2.3584 -1.0971 0.7796 -0.116
C -2.1436 -1.4792 -0.5354 -0.072
H -1.9997 -0.4778 -2.3403 0.088
H -2.4335 1.8558 -1.6799 0.145
H -2.9080 2.2296 0.7923 0.055
H -3.2635 -0.0973 2.4044 0.135
H -2.0431 -1.7593 1.5969 0.085
H -2.0174 -2.4556 -0.9885 0.105
C 2.9198 -1.3081 0.0619 -0.100
C 1.5681 -0.8549 0.0749 -0.121
C 1.0728 0.3691 -0.1740 -0.097
C 1.9987 1.4048 -0.0499 -0.066
C 3.4149 1.0774 0.1494 -0.093
C 3.9064 -0.2963 -0.0360 -0.120
H 3.4827 -2.3441 -0.0238 0.133
H 0.8557 -1.5168 0.4149 0.069
H 0.0900 0.4393 -0.2077 0.031
H 1.7460 2.5199 -0.0999 0.117
H 4.0649 1.9227 0.2913 0.070
H 5.1269 -0.4663 0.3660 0.166
```

The calculation puts the HOMO energy at -8.822 eV. As for the LUMO energy: 0.033 Eh. The calculation puts the HOMO-LUMO gap at 9.7 eV. As for the charge: 0.

Most stable structure, least stable structure: (P), (Q).

(P)
ORCA calculation (wB97M-V/def2-TZVPD) on CH5N3O in the gas phase.

```
10
Properties=species:S:1:pos:R:3:lowdin_charge:R:1
N -1.1864 -0.8916 0.0005 0.074
C -0.5009 0.2537 0.4397 -0.436
N 0.1993 1.0886 -0.5036 0.056
N 0.9255 0.2839 0.4615 -0.113
O 1.5102 -0.8400 -0.1705 -0.052
H -0.6253 -1.3941 -0.6794 0.071
H -2.0833 -0.6549 -0.4038 0.080
H -0.9711 0.7266 1.3014 0.137
H 0.2767 2.0702 -0.2552 0.090
H 2.4552 -0.6425 -0.1906 0.094
```

The calculation puts the HOMO energy at -9.310 eV. As for the LUMO energy: 0.038 Eh. The calculation puts the HOMO-LUMO gap at 10.3 eV. As for the charge: 0.

(Q)
ORCA calculation (wB97M-V/def2-TZVPD) on CH5N3O in the gas phase.

```
10
Properties=species:S:1:pos:R:3:lowdin_charge:R:1
N 0.8993 1.7095 1.0861 -0.034
N 0.1770 0.7971 0.2528 -0.079
C 0.6983 -0.3752 0.0221 -0.189
N -0.1368 -1.1902 -0.8648 -0.129
O -1.5191 -0.9471 -0.6765 -0.178
H 0.1823 2.3786 1.3974 0.071
H 1.2857 1.1573 1.8881 0.083
H 1.6112 -0.8498 0.3600 0.112
H 0.0264 -2.2324 -0.7646 0.135
H -1.7186 0.1603 -0.9203 0.208
```

The calculation puts the HOMO energy at -8.258 eV. As for the LUMO energy: 0.040 Eh. The calculation puts the HOMO-LUMO gap at 9.4 eV. As for the charge: 0.

Most stable structure, least stable structure: (P), (Q).

(P)
ORCA calculation (wB97M-V/def2-TZVPD) on CH5N3O in the gas phase.

```
10
Properties=species:S:1:pos:R:3:lowdin_charge:R:1
C -0.0681 -1.0922 -0.0010 -0.006
N 0.1130 0.4220 0.0456 -0.265
N -0.9294 1.1987 -0.3862 0.102
N 1.3157 0.8537 0.3401 0.042
O 2.2398 -0.2786 0.4174 -0.258
H 0.5966 -1.4993 0.7785 0.077
H -1.1166 -1.2964 0.0179 0.069
H 0.4398 -1.5624 -0.8317 0.082
H -1.7664 1.0790 0.0899 0.069
H -0.8244 2.1755 -0.4703 0.087
```

The calculation puts the HOMO energy (spin up / spin down) at -9.121 / -9.122 eV. As for the LUMO energy (spin up / spin down): 0.020 / 0.020 Eh. The calculation puts the HOMO-LUMO gap (spin up / spin down) at 9.7 / 9.7 eV. As for the charge: 0.

(Q)
ORCA calculation (wB97M-V/def2-TZVPD) on CH5N3O in the gas phase.

```
10
Properties=species:S:1:pos:R:3:lowdin_charge:R:1
N -1.4819 -0.1322 -0.0421 -0.047
N -0.2073 -0.7773 -0.0960 -0.114
C 1.1026 -0.0888 -0.0604 -0.610
N 0.8790 1.1887 0.0751 0.134
O 2.0695 -0.9058 0.0307 -0.022
H -2.0793 -0.6657 -0.6114 0.055
H -1.7218 0.2373 1.0581 0.189
H -0.0345 -1.7638 0.2969 0.158
H 1.6006 1.8347 -0.4894 0.192
H -0.1269 1.0729 -0.1615 0.065
```

The calculation puts the HOMO energy at -9.372 eV. As for the LUMO energy: 0.026 Eh. The calculation puts the HOMO-LUMO gap at 10.1 eV. As for the charge: 0.

(R)
ORCA calculation (wB97M-V/def2-TZVPD) on CH5N3O in the gas phase.

```
10
Properties=species:S:1:pos:R:3:lowdin_charge:R:1
C 0.9054 0.0400 0.6028 -0.254
N -0.1178 -1.0078 0.2424 -0.182
N -1.3263 -0.6011 0.3318 0.048
N -0.6147 1.4728 -0.4546 0.081
O 0.7057 0.9650 -0.3880 -0.205
H 0.6609 0.2844 1.7284 0.150
H 1.9302 -0.4713 0.5942 0.140
H 0.2530 -1.4527 -0.6847 0.167
H -1.7376 -0.8312 -0.5611 0.053
H -0.6588 1.6019 -1.4111 0.001
```

The calculation puts the HOMO energy (spin up / spin down) at -7.971 / -8.915 eV. As for the LUMO energy (spin up / spin down): 0.012 / 0.026 Eh. The calculation puts the HOMO-LUMO gap (spin up / spin down) at 8.3 / 9.6 eV. As for the charge: 0.

Most stable structure, least stable structure: (Q), (R).

(P)
ORCA calculation (wB97M-V/def2-TZVPD) on a gas-phase ion, C5H10NOS (charge -1).

```
18
Properties=species:S:1:pos:R:3:lowdin_charge:R:1
C 1.2173 -2.7669 0.7873 -0.087
C 0.7972 -1.4446 1.4407 -0.312
N -0.3646 -0.9872 0.6944 -0.085
C -0.3988 0.4625 0.6628 -0.401
C 0.8457 1.1830 0.3125 -0.315
O 1.3389 2.0368 1.0234 0.002
C -1.5647 0.9026 -0.4802 -0.650
S -0.9942 0.5356 -2.1869 0.109
H 0.7875 -2.7253 -0.2645 0.093
H 2.3167 -2.5913 0.5661 0.080
H 1.0471 -3.5784 1.3905 0.021
H 0.5915 -1.3571 2.5142 0.100
H 1.7421 -0.7537 1.4615 0.116
H -0.5127 -1.3082 -0.2638 0.047
H -0.7979 0.7569 1.6741 0.137
H 1.1793 1.1664 -0.7400 0.078
H -2.5031 0.3719 -0.3915 0.010
H -1.4830 2.0469 -0.3431 0.055
```

The calculation puts the HOMO energy at -2.807 eV. As for the LUMO energy: 0.138 Eh. The calculation puts the HOMO-LUMO gap at 6.5 eV. As for the charge: -1.

(Q)
ORCA calculation (wB97M-V/def2-TZVPD) on 2 unconnected molecules or ions with the total composition C5H10NOS.

```
18
Properties=species:S:1:pos:R:3:lowdin_charge:R:1
C 2.1322 -0.2364 0.1164 -0.145
C 3.4086 0.1510 0.1174 -0.044
S -4.7479 -0.6774 0.8016 -0.051
C 0.9574 0.5449 -0.4491 -0.670
N -0.0811 0.5580 0.6758 -0.052
C -1.0819 -0.5219 0.4215 -0.280
C -2.0857 -0.2219 -0.6435 -0.121
O 0.5211 0.0465 -1.5617 -0.199
H 1.1928 1.6713 -0.4601 0.116
H 1.7894 -0.9700 0.7799 0.067
H 4.0494 -0.2795 0.8197 -0.004
H 3.8373 0.9178 -0.6532 0.081
H -0.5007 1.4856 0.8605 0.091
H -1.4919 -0.6818 1.4279 0.091
H -0.4797 -1.4691 0.1842 0.133
H -2.2277 0.7934 -1.0258 0.110
H -2.9588 -0.1811 -0.0782 -0.167
H -2.2329 -0.9294 -1.3333 0.042
```

The calculation puts the HOMO energy at -3.521 eV. As for the LUMO energy: 0.010 Eh. The calculation puts the HOMO-LUMO gap at 3.8 eV. As for the charge: -1.

Most stable structure, least stable structure: (P), (Q).